1.
Formula: C5H7N3
Source: the Open Molecules 2025 dataset
Level of theory: ωB97M-V/def2-TZVPD

Element x y z (Å)
C: 0.49 0.88 0.20
C: 0.94 -1.51 0.10
C: 1.41 -0.32 0.01
C: -3.47 0.25 -0.30
C: 2.88 -0.09 -0.05
N: -0.77 0.78 0.26
N: -2.59 -0.64 -0.02
N: -1.42 -0.28 0.44
H: 0.88 1.81 0.33
H: -0.13 -1.93 0.01
H: -4.28 -0.21 -0.72
H: -3.45 1.26 -0.13
H: 3.35 -0.96 0.10
H: 3.12 0.22 -0.98
H: 3.06 0.74 0.74

As for the net charge: 0. The HOMO energy (alpha / beta) comes out at -7.42 / -8.72 eV. As for the multiplicity: 3. Its expectation value of S² is 2.031. Its energy above the lowest of the compared OMol25 structures with the same formula, charge and spin is 3.5022 eV.

Atom charges from the Mulliken analysis, given in e for atoms 1 to 8: C -0.5531; C -0.3508; C 0.7201; C -0.2955; C -1.3538; N -0.1364; N -0.3653; N -0.1187

---

2.
Formula: C5H7N3
Source: the Open Molecules 2025 dataset
Level of theory: ωB97M-V/def2-TZVPD

Element x y z (Å)
C: 0.47 -1.66 0.93
C: -1.01 0.06 -0.05
C: 1.17 -0.08 -0.14
C: -0.85 -1.14 0.85
C: -2.28 0.64 -0.38
N: 0.16 0.54 -0.43
N: 1.54 -1.28 0.40
N: 3.63 1.07 -0.55
H: -1.68 -2.04 0.77
H: -1.29 -0.91 1.85
H: -3.13 0.18 0.13
H: -2.43 0.65 -1.58
H: -2.25 1.67 -0.20
H: 4.28 0.34 -0.58
H: 3.68 1.96 -1.02

As for the net charge: +2. The HOMO energy (alpha / beta) comes out at -18.73 / -20.49 eV. Its energy above the lowest of the compared OMol25 structures with the same formula, charge and spin is 7.1889 eV.

Atom charges from the Mulliken analysis, given in e for atoms 1 to 8: C 0.1235; C 0.5418; C 0.6089; C -0.3624; C -1.0021; N -0.1265; N -0.1956; N -0.3095

---

3.
Formula: C5H7N3
Source: the Open Molecules 2025 dataset
Level of theory: ωB97M-V/def2-TZVPD

Element x y z (Å)
C: -0.42 -2.13 0.06
C: -0.24 -0.74 0.10
N: -0.74 0.20 -0.53
C: -0.41 1.46 -0.54
N: -0.87 2.55 -1.37
N: 0.68 1.75 0.26
C: 1.25 0.88 0.86
C: 1.10 -0.42 1.17
H: 0.34 -2.71 -0.39
H: -1.39 -2.35 -0.37
H: -0.27 -2.52 1.16
H: -1.75 2.46 -1.89
H: -0.20 3.33 -1.37
H: 1.83 -1.00 0.61
H: 1.09 -0.75 2.24

As for the net charge: +2. The HOMO energy comes out at -21.07 eV. Its energy above the lowest of the compared OMol25 structures with the same formula, charge and spin is 1.4984 eV.

Atom charges from the Mulliken analysis, given in e for atoms 1 to 8: C -1.1035; C 0.7255; N -0.2418; C 0.4643; N -0.2424; N -0.1624; C 0.3499; C -0.4315